No. 1
The molecule C6H11NO in a non-equilibrium geometry, computed with ωB97M-V/def2-TZVPD.

```
19
C6H11NO | the Open Molecules 2025 dataset | ωB97M-V/def2-TZVPD
O 1.66 1.22 -0.86
N -1.24 -0.94 -0.89
C 2.40 -0.84 0.29
C -0.04 -0.26 -0.76
C -2.19 -0.06 -0.19
C 1.26 0.00 -0.18
C 0.03 0.34 0.66
C -1.33 0.99 0.44
H -0.04 -0.46 1.37
H 2.98 -1.43 -0.49
H -1.29 1.76 -0.38
H -1.94 1.22 1.40
H -2.58 -0.65 0.73
H 2.01 -1.72 0.65
H -0.20 0.66 -1.36
H 2.22 1.94 -0.36
H 2.75 -0.14 1.02
H -1.35 -1.86 -0.33
H -3.10 0.23 -0.76
```

Properties
- HOMO level: -0.2900 hartree
- Energy: -364.99060 Eh

***

No. 2
A cluster of 2 separate species, C6H11NO in total in a non-equilibrium geometry, computed with ωB97M-V/def2-TZVPD.

```
19
C6H11NO | the Open Molecules 2025 dataset | ωB97M-V/def2-TZVPD
O 3.15 -2.90 0.22
N -1.13 -1.54 -1.14
C -1.69 0.55 -0.77
C 0.39 1.38 0.44
C -2.08 -0.58 -1.42
C -0.33 2.35 1.41
C -0.16 -1.02 -0.35
C -0.47 0.29 -0.10
H -1.35 -2.51 -1.30
H 0.73 -1.57 -0.08
H -0.94 1.83 2.15
H -2.86 -0.87 -2.10
H -0.97 3.06 0.90
H 3.72 -3.51 -0.27
H 3.76 -2.43 0.79
H 0.66 2.02 -0.38
H -2.15 1.52 -0.90
H 1.26 1.03 0.94
H 0.45 2.91 1.94
```

Properties
- HOMO level: -0.2909 hartree
- Energy: -365.19949 Eh

***

No. 3
The molecule C6H11NO in a non-equilibrium geometry, computed with ωB97M-V/def2-TZVPD.

```
19
C6H11NO | the Open Molecules 2025 dataset | ωB97M-V/def2-TZVPD
O 2.55 1.82 0.02
N 1.17 0.16 0.47
C 1.39 1.44 -0.06
C -2.10 -1.90 0.46
C -0.75 -1.49 1.05
C 0.40 2.17 -0.92
C -2.55 -1.64 -0.75
C 0.04 -0.66 0.02
H -2.22 -1.00 -1.55
H -0.25 -2.43 1.27
H 1.87 -0.29 1.03
H -0.04 2.99 -0.37
H 0.47 -1.33 -0.76
H 1.04 2.60 -1.69
H -0.91 -0.89 1.94
H -3.51 -2.01 -1.12
H -0.72 -0.03 -0.44
H -0.36 1.57 -1.39
H -2.70 -2.58 1.07
```

Properties
- HOMO level: -0.3395 hartree
- Energy: -365.17938 Eh

***

No. 4
The molecule C6H11NO in a non-equilibrium geometry, computed with ωB97M-V/def2-TZVPD.

```
19
C6H11NO | the Open Molecules 2025 dataset | ωB97M-V/def2-TZVPD
O -2.10 1.00 0.37
N -1.81 -1.13 -0.28
C 0.34 -1.98 -0.05
C 0.40 0.85 1.37
C -0.46 -0.79 -0.57
C -2.56 -0.17 0.13
C 0.22 1.51 -1.15
C -0.10 0.55 -0.04
H 0.02 2.53 -0.83
H 0.69 -1.85 1.05
H -3.70 -0.26 0.25
H -0.35 -0.91 -1.74
H 1.19 1.22 -1.39
H -0.43 1.36 -1.93
H 1.31 -2.15 -0.56
H -0.34 1.59 1.68
H 0.36 -0.01 1.96
H -0.29 -2.93 -0.20
H 1.32 1.52 1.26
```

Properties
- HOMO level: -0.3158 hartree
- Energy: -365.11304 Eh

***

No. 5
The molecule C6H11NO, computed with ωB97M-V/def2-TZVPD.

```
19
C6H11NO | the Open Molecules 2025 dataset | ωB97M-V/def2-TZVPD
O -0.50 3.58 0.85
N 0.79 -1.90 -2.87
C -0.04 -1.25 -1.96
C -0.62 2.47 1.30
C -0.72 -0.57 0.37
C 0.50 1.46 1.37
C 0.21 -1.16 -0.65
C -0.01 0.04 1.58
H -1.34 0.22 -0.09
H -0.95 -0.89 -2.42
H -1.61 2.14 1.68
H 0.50 -1.85 -3.83
H 1.04 1.53 0.43
H -1.45 -1.31 0.71
H 1.10 -1.66 -0.27
H 0.79 -0.62 1.91
H 1.78 -1.96 -2.70
H -0.69 0.03 2.44
H 1.22 1.71 2.15
```

Properties
- HOMO level: -0.2950 hartree
- Energy: -365.17888 Eh

***

No. 6
The molecule C6H11NO in a non-equilibrium geometry, computed with ωB97M-V/def2-TZVPD.

```
19
C6H11NO | the Open Molecules 2025 dataset | ωB97M-V/def2-TZVPD
O -2.36 1.25 -0.06
N -1.69 -0.69 -1.04
C 0.69 1.34 -0.02
C 2.02 1.67 0.58
C -0.80 -1.73 -1.48
C -1.55 0.35 -0.15
C -0.14 0.36 0.36
C 0.11 -0.62 1.48
H -0.77 -1.76 -2.57
H 0.38 1.99 -0.82
H -0.41 -1.53 1.31
H -2.56 -0.65 -1.56
H -1.13 -2.70 -1.12
H 1.17 -0.81 1.64
H 2.06 2.72 0.85
H 0.21 -1.54 -1.13
H -0.30 -0.20 2.41
H 2.82 1.49 -0.16
H 2.25 1.08 1.48
```

Properties
- HOMO level: -0.3380 hartree
- Energy: -365.19630 Eh